[1]
Formula: C5H12O2
Source: the OMol25 dataset
Level of theory: the ωB97M-V functional and the def2-TZVPD basis

Computed properties:
- Electronic energy: -348.14008 a.u.
- Structure (SMILES): CC/C=C\O.CO
- Charge: 0

Each line ends with the natural charge from an NBO analysis.
Geometry (Å):
C (0.4142, 2.1062, 1.1154)  -0.602
C (1.0570, 0.7280, 1.2889)  -0.441
C (0.0947, -0.4259, 1.2453)  -0.253
C (0.2576, -1.5189, 0.5103)  0.095
O (1.2799, -1.6154, -0.4107)  -0.718
H (0.0574, 2.2512, 0.0915)  0.225
H (-0.4416, 2.2321, 1.7893)  0.198
H (1.1387, 2.8937, 1.3515)  0.205
H (1.8403, 0.5823, 0.5365)  0.213
H (1.5630, 0.6920, 2.2635)  0.210
H (-0.7885, -0.3803, 1.8782)  0.209
H (-0.4281, -2.3633, 0.5508)  0.175
H (1.2673, -2.4886, -0.8164)  0.486
C (-1.5304, -0.5862, -1.9953)  -0.241
O (-0.6270, 0.4529, -1.6975)  -0.731
H (-1.5858, -0.7806, -3.0754)  0.160
H (-1.2665, -1.5264, -1.4946)  0.155
H (-2.5266, -0.2991, -1.6450)  0.176
H (0.2244, 0.0463, -1.4864)  0.479

---

[2]
Formula: C5H12O2
Source: the OMol25 dataset
Level of theory: the ωB97M-V functional and the def2-TZVPD basis

Computed properties:
- Electronic energy: -348.09793 a.u.
- Structure (SMILES): CC[C@@H](O)CCO
- Charge: 0

Each line ends with the natural charge from an NBO analysis.
Geometry (Å):
C (2.6224, -0.5534, 0.4241)  -0.657
C (1.7191, -0.0695, -0.6605)  -0.395
C (0.2218, -0.0717, 0.2631)  0.070
O (0.4595, 0.4540, 1.5518)  -0.717
C (-0.8651, 0.6111, -0.5901)  -0.471
C (-2.2886, 0.0756, -0.4699)  -0.062
O (-2.8358, 0.4983, 0.7690)  -0.735
H (3.6612, -0.2260, 0.4787)  0.210
H (2.0989, -0.0357, 1.2670)  0.254
H (2.5270, -1.6379, 0.5534)  0.200
H (1.5137, -0.7135, -1.5284)  0.192
H (2.0220, 0.9380, -1.0116)  0.203
H (-0.0069, -1.1456, 0.4220)  0.153
H (-0.5676, 0.2666, 1.5562)  0.506
H (-0.5363, 0.4168, -1.6149)  0.223
H (-0.8784, 1.7007, -0.4439)  0.228
H (-2.2728, -1.0250, -0.5298)  0.157
H (-2.8950, 0.4389, -1.3158)  0.166
H (-3.6991, 0.0784, 0.8796)  0.475

---

[3]
Formula: C5H12O2
Source: the OMol25 dataset
Level of theory: the ωB97M-V functional and the def2-TZVPD basis

Computed properties:
- Electronic energy: -347.80041 a.u.
- Multiplicity: 2
- Charge: +1

Each line ends with the natural charge from an NBO analysis.
Geometry (Å):
O (-2.4404, 0.0361, -0.5408)  -0.049
C (-1.4084, -0.1073, -1.0933)  0.458
C (-0.0928, -0.3923, -0.4140)  -0.464
C (-0.2234, -0.6501, 1.0879)  -0.231
C (-0.4853, 0.6772, 1.8075)  -0.620
C (1.0837, -1.2772, 1.5772)  -0.600
H (-1.4811, 0.2128, -2.1665)  0.306
H (0.4784, 0.5360, -0.5697)  0.290
H (0.3458, -1.2654, -0.9064)  0.293
H (-1.0165, -1.3258, 1.3810)  0.233
H (-1.4676, 1.1034, 1.5911)  0.220
H (-0.5540, 0.4793, 2.8734)  0.250
H (0.3425, 1.3524, 1.6129)  0.218
H (1.3432, -2.1210, 0.9419)  0.217
H (0.9488, -1.5693, 2.6054)  0.249
H (1.9559, -0.6180, 1.5296)  0.224
H (1.5221, 1.9449, -3.3630)  0.475
H (0.2801, 1.1193, -3.8923)  0.450
O (0.8692, 1.8649, -4.0619)  -0.919

---

[4]
Formula: C5H12O2SSi
Source: the OMol25 dataset
Level of theory: the ωB97M-V functional and the def2-TZVPD basis

Computed properties:
- Electronic energy: -1035.71722 a.u.
- Charge: 0

Each line ends with the natural charge from an NBO analysis.
Geometry (Å):
C (-0.6066, 0.2092, 4.4541)  -0.358
C (-0.5756, 1.0326, 3.3469)  -0.534
C (-1.0956, -1.1415, -0.9666)  -1.098
C (1.6249, 0.0490, -0.8347)  -0.917
C (-0.3219, 1.2778, -2.6476)  -1.036
O (-0.7166, 1.5167, 0.3817)  -0.822
O (0.8336, 2.9265, 4.5631)  -0.817
Si (-0.2666, 0.5890, -0.7729)  1.741
S (0.2888, 2.5365, 3.2416)  1.027
H (-1.0233, -0.8311, 4.6772)  0.222
H (-0.1324, 0.5974, 5.4761)  0.213
H (-0.9979, 0.7807, 2.3833)  0.255
H (-1.5516, -1.1172, -1.9775)  0.236
H (-0.3953, -2.0206, -0.8647)  0.243
H (-1.9199, -1.1218, -0.3239)  0.233
H (1.9323, -0.0052, 0.1698)  0.229
H (1.8384, -1.0573, -1.1420)  0.247
H (2.1403, 0.7681, -1.4040)  0.231
H (0.0769, 2.2340, -3.0035)  0.242
H (-0.1332, 0.4154, -3.3371)  0.237
H (-1.4070, 1.3068, -2.8190)  0.226

---

[5]
Formula: C5H12O3
Source: the OMol25 dataset
Level of theory: the ωB97M-V functional and the def2-TZVPD basis

Computed properties:
- Electronic energy: -423.20458 a.u.
- Charge: 0

Each line ends with the natural charge from an NBO analysis.
Geometry (Å):
C (-0.3632, 0.0271, 0.2397)  0.348
C (0.7609, 0.5697, -0.4242)  0.176
C (-1.0157, -1.2226, -0.2624)  -0.708
C (-0.7265, 0.5139, 1.6145)  -0.669
C (1.7464, -0.6608, 0.7335)  -0.699
O (-1.2441, 1.5207, -0.7739)  -0.480
O (-1.8193, 1.0307, -1.9985)  -0.495
O (1.0019, 0.2113, -1.7149)  -0.693
H (-1.0601, 1.0072, -2.6012)  0.446
H (1.7551, 0.7100, -2.0491)  0.490
H (1.1322, 1.5354, -0.0957)  0.210
H (-1.2464, -1.9003, 0.5579)  0.220
H (-1.9395, -0.9158, -0.7617)  0.288
H (-0.4198, -1.7450, -1.0082)  0.236
H (-0.5521, -0.2599, 2.3631)  0.219
H (-1.7896, 0.7478, 1.6084)  0.261
H (-0.1759, 1.4126, 1.8877)  0.224
H (2.3974, 0.0019, 1.2977)  0.206
H (2.2679, -1.2207, -0.0362)  0.210
H (1.2903, -1.3632, 1.4235)  0.210

---

[6]
Formula: C5H12O3
Source: the OMol25 dataset
Level of theory: the ωB97M-V functional and the def2-TZVPD basis

Computed properties:
- Electronic energy: -423.33485 a.u.
- Structure (SMILES): C=C/C=C/CO.O.O
- Charge: 0

Each line ends with the natural charge from an NBO analysis.
Geometry (Å):
C (1.3938, -2.6075, -1.2017)  -0.395
C (1.2168, -1.3373, -0.8803)  -0.214
C (1.0245, -0.6952, 0.4047)  -0.191
C (-0.0167, -1.0564, 1.1928)  -0.207
C (-0.4709, -0.3329, 2.3812)  -0.123
O (-0.7532, 1.0548, 1.9730)  -0.749
H (1.1933, -3.4153, -0.5222)  0.180
H (1.8415, -3.0352, -2.0772)  0.201
H (1.1484, -0.5848, -1.6853)  0.229
H (1.5258, 0.1971, 0.7071)  0.214
H (-0.4041, -2.0654, 1.1150)  0.196
H (0.2514, -0.2209, 3.2138)  0.190
H (-1.3677, -0.6278, 2.9283)  0.185
H (-1.6687, 1.0359, 1.6776)  0.477
O (0.2407, 1.0893, -2.9536)  -0.939
H (0.9039, 1.4723, -3.5448)  0.472
H (-0.4893, 0.9239, -3.5662)  0.473
O (-1.9050, 2.5452, -0.0949)  -0.949
H (-1.5103, 2.5317, -0.9845)  0.470
H (-1.0634, 2.5840, 0.3907)  0.480

---

[7]
Formula: C5H12O3
Source: the OMol25 dataset
Level of theory: the ωB97M-V functional and the def2-TZVPD basis

Computed properties:
- Electronic energy: -423.31360 a.u.
- Charge: 0

Each line ends with the natural charge from an NBO analysis.
Geometry (Å):
C (-2.1402, 0.7954, 0.6254)  0.700
C (-1.0642, -1.5690, 0.5892)  -1.037
O (-1.4750, 1.6688, 0.0725)  -0.655
O (-2.3052, 0.8761, 1.9580)  -0.662
H (-0.3672, 1.4615, -0.9227)  0.521
H (-2.8453, 0.1442, 2.2811)  0.493
H (-2.8839, 0.2002, 0.0834)  0.141
H (-2.0017, -1.8098, 1.0933)  0.192
H (-1.2325, -1.6616, -0.4856)  0.196
H (-0.3943, -2.3778, 0.8879)  0.213
C (2.5147, 0.0814, -1.6246)  -0.687
C (1.1648, 0.2763, 0.5160)  -0.755
C (1.3738, 0.6160, -0.8218)  0.513
O (0.4731, 1.2603, -1.5140)  -0.660
H (0.7396, 1.0587, 1.1369)  0.251
H (1.9904, -0.2160, 1.0136)  0.222
H (0.0216, -0.6241, 0.5753)  0.308
H (2.4668, -1.0052, -1.6675)  0.241
H (2.4997, 0.4655, -2.6411)  0.234
H (3.4650, 0.3592, -1.1550)  0.232

---

[8]
Formula: C5H12O3
Source: the OMol25 dataset
Level of theory: the ωB97M-V functional and the def2-TZVPD basis

Computed properties:
- Electronic energy: -423.37777 a.u.
- Structure (SMILES): C=CCCC=O.O.O
- Charge: 0

Each line ends with the natural charge from an NBO analysis.
Geometry (Å):
C (0.0963, 1.2216, -2.7585)  -0.408
C (0.6569, 1.4056, -1.5736)  -0.155
C (0.1295, 0.8900, -0.2620)  -0.447
C (-1.3504, 0.5674, -0.1608)  -0.514
C (-2.2639, 1.7642, -0.3256)  0.450
O (-1.8904, 2.8707, -0.6011)  -0.514
H (0.4196, 1.6420, -3.7072)  0.202
H (-0.7267, 0.5240, -2.9263)  0.176
H (1.5324, 2.0468, -1.5291)  0.201
H (0.3929, 1.6558, 0.4760)  0.220
H (0.7027, 0.0060, 0.0472)  0.225
H (-1.5826, 0.0480, 0.7703)  0.238
H (-1.6089, -0.0833, -0.9954)  0.227
H (-3.3353, 1.5005, -0.2622)  0.099
O (4.7198, -4.6013, -0.3052)  -0.951
H (5.3162, -3.8878, -0.5744)  0.476
H (5.1140, -5.4644, -0.4183)  0.475
O (-1.9103, -0.9362, 4.7828)  -0.936
H (-1.5473, -0.3505, 5.4561)  0.468
H (-2.8645, -0.8190, 4.8670)  0.467

---

[9]
Formula: C5H12O3
Source: the OMol25 dataset
Level of theory: the ωB97M-V functional and the def2-TZVPD basis

Computed properties:
- Electronic energy: -423.12012 a.u.
- Charge: 0

Each line ends with the natural charge from an NBO analysis.
Geometry (Å):
O (-1.8791, 0.3741, 1.3429)  -0.538
C (-2.6334, -0.1269, 0.4623)  0.595
O (-2.2966, -0.4459, -0.6715)  -0.569
C (1.4458, -1.2472, 0.7780)  -0.599
C (0.3826, -1.0856, -0.3177)  -0.363
C (0.5688, 0.1694, -1.1539)  -0.397
C (0.4722, 1.4470, -0.3225)  -0.607
H (-3.6947, -0.0309, 0.8291)  0.175
H (4.0302, 1.0264, -0.0830)  0.441
H (1.1521, -2.0424, 1.4612)  0.223
H (-0.5825, -0.8315, 0.1948)  0.317
H (0.4672, -1.9813, -0.9208)  0.221
H (-0.1860, 0.1450, -1.9378)  0.246
H (1.5775, 0.0931, -1.6026)  0.312
H (1.3971, 1.4502, 0.2730)  0.280
H (0.4469, 2.3020, -1.0064)  0.224
H (-0.4699, 1.3788, 0.2777)  0.283
H (2.4037, -1.4406, 0.2572)  0.255
H (1.6914, -0.2852, 1.2896)  0.237
O (3.0970, 0.7705, -0.1416)  -0.734

---

[10]
Formula: C5H12O3
Source: the OMol25 dataset
Level of theory: the ωB97M-V functional and the def2-TZVPD basis

Computed properties:
- Electronic energy: -423.34376 a.u.
- Structure (SMILES): C=C/C(O)=C/C.O.O
- Charge: 0

Each line ends with the natural charge from an NBO analysis.
Geometry (Å):
C (-1.1861, 0.3252, 0.0130)  -0.385
C (-0.0015, 0.2253, 0.5902)  -0.224
C (0.7727, -1.0310, 0.4609)  0.261
O (1.2502, -1.3041, 1.7626)  -0.694
C (1.2792, -1.4972, -0.6769)  -0.276
C (2.4432, -2.4762, -0.8048)  -0.659
H (-1.6811, -0.5348, -0.4429)  0.199
H (-1.8472, 1.2180, 0.0280)  0.201
H (0.5910, 0.9063, 1.2787)  0.230
H (1.7673, -2.1236, 1.7066)  0.473
H (0.9299, -1.1972, -1.6688)  0.219
H (3.1881, -2.4884, -0.0238)  0.208
H (1.9685, -3.4759, -0.7220)  0.218
H (2.8284, -2.2284, -1.8305)  0.229
O (-1.8084, 2.8079, -5.4054)  -0.943
H (-2.6989, 2.8542, -5.0559)  0.470
H (-1.8013, 2.0416, -6.0916)  0.473
O (-2.1789, 2.7039, 5.2735)  -0.943
H (-2.5124, 2.9620, 6.2045)  0.472
H (-1.3027, 2.3123, 5.4046)  0.472